Below is a structure of composition C16H21Br2ClFN2Zn at a distorted geometry, with properties calculated with ωB97M-V/def2-TZVPD.

```
! RIJCOSX wB97M-V def2-TZVPD def2/J DEFGRID3
* xyz 1 1
Cl 5.5099 0.2445 0.9193
C 4.1393 -0.8761 0.6542
N 2.9559 -0.2193 0.0231
C 2.3893 0.8751 0.9109
C 1.2099 1.5029 0.2455
N 0.9662 0.7441 -0.9965
F -0.2887 1.3518 -1.6887
C 0.6606 -0.6816 -0.7682
C 1.8789 -1.2735 -0.1220
C 2.0710 0.9550 -1.9672
C 3.2898 0.3490 -1.3552
H 4.5073 -1.6773 0.0049
H 3.8585 -1.2759 1.6351
H 2.0984 0.3838 1.8477
H 3.2005 1.5818 1.1125
H 0.3115 1.4329 0.8635
H 1.3745 2.5434 -0.0585
H -0.2206 -0.7353 -0.1174
H 0.4273 -1.1191 -1.7481
H 2.2965 -2.1030 -0.7118
H 1.6587 -1.6322 0.8939
H 1.7741 0.4786 -2.9063
H 2.1602 2.0356 -2.1035
H 4.0860 1.0807 -1.1958
H 3.6742 -0.4854 -1.9542
Br -2.0846 -1.5458 5.4329
Zn -2.4418 0.5682 6.1270
Br -2.6927 2.8031 6.0245
C -2.4013 0.5795 1.1250
C -2.0289 1.7324 0.4064
C -2.2239 1.4839 -0.9963
C -2.8377 0.1811 -1.1282
C -2.8721 -0.4119 0.1964
C -3.3320 -1.7183 0.3560
C -3.9030 -2.3827 -0.7330
C -3.9827 -1.7545 -1.9915
C -3.4031 -0.4993 -2.2162
H -2.3973 0.4331 2.2085
H -1.6385 2.6563 0.8312
H -2.1909 2.2024 -1.7994
H -3.2975 -2.1738 1.3483
H -4.3268 -3.3806 -0.6032
H -4.5359 -2.2304 -2.8033
H -3.3987 -0.0231 -3.2020
*
```

E	-8218.81429	Ha
relative energy (zero: lowest compared OMol25 entry of this formula, charge and spin)	0.0	kJ/mol
maximum force	4.7	eV Å⁻¹
HOMO level	-8.635	eV